(1)
43
Properties=species:S:1:pos:R:3:forces:R:3:lowdin_charge:R:1 method="wB97M-V/def2-TZVPD" total_energy_ha=-771.79585 largest_force_ev_per_a=0.74 homo_ev=-3.95 total_charge=-1
C 2.221 0.386 2.668 0.33 -0.08 0.03 -0.106
C 3.100 -0.452 1.754 -0.20 0.10 -0.41 -0.269
C 2.378 -0.906 0.487 0.18 -0.01 0.06 -0.233
C 1.078 -1.629 0.770 0.00 -0.46 0.02 -0.220
C 0.521 -2.391 -0.436 0.43 0.27 0.14 -0.200
C 0.250 -1.557 -1.692 -0.56 -0.03 0.05 -0.174
C -1.188 -1.010 -1.936 0.47 -0.23 -0.24 -0.195
C -2.334 -1.686 -1.200 -0.14 0.21 0.22 -0.205
C -2.688 -1.126 0.204 0.10 -0.19 -0.19 -0.207
C -1.991 0.166 0.618 -0.51 0.52 -0.01 -0.319
C -2.674 1.458 0.110 0.47 -0.01 0.21 -0.319
Al -1.361 3.006 -0.139 -0.08 0.05 -0.02 0.221
C 0.465 2.348 -0.802 -0.38 0.61 -0.20 -0.381
N 1.285 3.487 -1.393 0.02 -0.42 0.10 -0.103
H 1.797 1.225 2.126 -0.10 0.19 -0.04 0.068
H 2.815 0.763 3.495 -0.02 0.17 0.19 0.064
H 1.402 -0.192 3.080 -0.19 -0.12 0.09 0.065
H 3.962 0.140 1.445 0.19 0.03 0.08 0.099
H 3.479 -1.331 2.271 0.08 -0.13 0.24 0.097
H 2.241 -0.045 -0.164 -0.19 0.12 -0.06 0.090
H 3.025 -1.600 -0.052 0.16 -0.04 -0.14 0.110
H 1.304 -2.387 1.526 -0.06 -0.05 0.20 0.115
H 0.331 -0.980 1.210 -0.09 0.21 -0.01 0.083
H 1.289 -3.123 -0.688 0.06 -0.20 -0.10 0.099
H -0.338 -2.968 -0.102 -0.26 -0.02 -0.15 0.092
H 0.925 -0.709 -1.702 0.21 0.17 -0.01 0.081
H 0.529 -2.151 -2.559 0.00 -0.20 -0.12 0.095
H -1.387 -1.119 -3.001 0.03 -0.02 -0.20 0.099
H -1.184 0.060 -1.774 -0.21 0.24 0.22 0.075
H -3.215 -1.623 -1.833 -0.17 0.11 -0.12 0.094
H -2.130 -2.751 -1.123 0.03 -0.24 -0.01 0.087
H -3.754 -0.915 0.212 -0.24 0.02 0.08 0.093
H -2.552 -1.910 0.951 0.25 -0.12 0.11 0.089
H -0.948 0.190 0.318 0.19 -0.30 -0.05 0.046
H -1.999 0.213 1.707 0.19 -0.04 0.20 0.099
H -3.365 1.782 0.891 -0.29 0.09 0.03 0.022
H -3.295 1.255 -0.765 0.05 -0.04 -0.24 0.032
H -1.094 3.714 1.311 0.03 -0.02 0.15 -0.122
H -2.029 4.104 -1.133 0.00 0.03 -0.16 -0.127
H 1.019 1.900 0.022 0.11 -0.23 0.09 0.002
H 0.361 1.582 -1.574 0.05 -0.19 -0.03 0.015
H 2.111 3.612 -0.816 -0.04 0.10 -0.06 0.025
H 1.639 3.171 -2.290 0.07 0.15 0.04 0.023

=====

(2)
45
Properties=species:S:1:pos:R:3:forces:R:3:lowdin_charge:R:1 method="wB97M-V/def2-TZVPD" total_energy_ha=-1387.60376 largest_force_ev_per_a=10.53 homo_ev=-4.16 total_charge=-1
C 3.161 2.132 1.563 -2.55 3.10 -7.25 -0.137
C 2.921 2.635 0.251 1.40 -4.05 9.62 -0.380
Nb 2.265 3.189 -1.909 1.62 2.39 1.73 0.928
C 4.451 3.018 -2.551 1.47 -0.54 -0.62 -0.464
Cl 2.708 5.640 -1.454 -0.41 -0.96 -0.32 -0.273
P -0.142 3.412 -0.945 -0.11 -0.54 -0.98 0.568
C -1.200 4.533 -2.138 -0.63 0.80 0.50 -0.444
C -0.910 1.654 -0.812 -0.17 -0.72 -0.29 -0.557
C -0.856 0.763 -2.179 -0.85 -1.36 0.01 -0.240
H 2.990 1.846 2.700 0.63 0.80 -3.03 0.001
H 1.702 3.705 -3.569 -0.02 -0.39 0.14 -0.149
H 2.037 1.451 -2.322 0.13 0.30 -0.15 -0.121
H 5.042 2.516 -1.648 -1.17 0.81 -2.00 -0.014
H 4.939 4.097 -2.675 -1.18 -2.26 0.10 -0.023
H 4.594 2.387 -3.554 0.03 1.31 2.18 -0.021
H -0.563 5.513 -2.376 -1.21 -2.40 0.33 0.028
H -2.115 4.933 -1.483 1.67 -0.99 -1.68 0.023
H -1.538 3.962 -3.101 0.57 1.33 1.77 0.022
H -0.268 1.067 0.004 -1.46 1.43 -1.57 0.061
H -2.018 1.789 -0.447 2.03 -0.56 -0.63 0.060
H 0.210 0.281 -2.406 -2.30 1.56 0.51 0.037
H -1.303 1.302 -3.141 1.19 -0.97 2.15 0.073
H -1.565 -0.178 -1.986 1.31 1.83 -0.48 0.048
C -2.245 -3.907 3.601 -0.05 0.11 0.06 -0.100
C -1.573 -3.978 2.234 -0.08 0.23 -0.06 -0.276
N -1.878 -2.848 1.354 -0.18 -0.05 -0.32 -0.189
C -1.437 -3.057 -0.031 -0.18 -0.18 0.11 -0.248
C 0.065 -3.173 -0.281 0.23 0.09 -0.22 -0.089
C -1.607 -1.513 1.893 -0.28 -0.01 0.26 -0.247
C -0.178 -1.204 2.324 0.29 0.26 -0.01 -0.090
H -3.334 -3.826 3.504 0.16 0.07 -0.03 0.077
H -2.026 -4.816 4.170 0.01 0.09 -0.10 0.069
H -1.884 -3.061 4.193 -0.07 -0.06 -0.06 0.063
H -1.924 -4.902 1.756 0.09 0.23 -0.20 0.115
H -0.493 -4.094 2.381 0.13 -0.10 0.08 0.094
H -1.839 -2.259 -0.666 0.01 0.05 0.26 0.097
H -1.912 -3.974 -0.402 -0.04 0.00 0.21 0.105
H 0.557 -2.200 -0.238 0.01 -0.12 0.05 0.058
H 0.237 -3.569 -1.288 -0.02 0.04 0.08 0.071
H 0.558 -3.849 0.422 -0.06 0.07 -0.02 0.065
H -2.265 -1.351 2.756 0.03 -0.19 -0.08 0.099
H -1.930 -0.753 1.170 0.05 -0.32 -0.09 0.107
H 0.285 -2.025 2.877 -0.06 0.01 -0.06 0.067
H -0.174 -0.328 2.981 0.00 -0.06 -0.08 0.075
H 0.456 -0.958 1.468 0.02 -0.09 0.17 0.051

=====

(3)
57
Properties=species:S:1:pos:R:3:forces:R:3:lowdin_charge:R:1 method="wB97M-V/def2-TZVPD" total_energy_ha=-2128.59584 largest_force_ev_per_a=5.09 homo_ev=-12.15 total_charge=+1
C 3.234 -0.292 0.431 0.09 0.05 -0.28 0.041
C 3.765 1.047 -0.003 0.92 -0.24 -0.17 -0.501
O 4.696 1.157 -0.750 -0.47 0.18 0.13 0.143
O 3.158 2.171 0.527 -0.22 -0.12 -0.07 -0.030
C 2.125 2.685 -0.319 -0.06 -0.40 0.51 -0.130
C 0.763 2.223 0.235 0.52 0.23 0.00 -0.115
N -0.124 1.734 -0.823 -0.19 -0.32 0.42 0.113
C -0.960 0.732 -0.585 -0.22 -0.10 -0.60 -0.336
N -1.128 0.080 0.571 0.37 0.12 0.24 0.171
C -2.037 -0.847 0.341 0.70 0.52 0.30 -0.054
N -2.441 -0.809 -0.917 -0.78 -0.83 0.25 0.103
N -1.777 0.204 -1.531 0.23 0.17 0.12 0.157
H 3.424 -0.476 1.487 -0.20 0.18 0.09 0.104
H 2.168 -0.364 0.212 -0.06 -0.02 0.23 0.075
H 3.755 -1.052 -0.144 -0.02 -0.05 0.00 0.090
H 2.198 3.768 -0.291 0.13 0.03 -0.24 0.134
H 2.288 2.286 -1.323 -0.12 0.34 -0.19 0.130
H 0.977 1.414 0.929 -0.23 -0.15 -0.08 0.118
H 0.288 3.008 0.821 -0.11 0.10 -0.17 0.111
H -0.121 2.137 -1.745 0.16 0.19 0.05 0.161
H -2.371 -1.522 1.114 -0.25 -0.16 -0.20 0.162
H -3.124 -1.419 -1.340 0.03 0.22 -0.42 0.190
H -1.908 0.460 -2.495 -0.13 -0.17 -0.06 0.185
C -5.358 0.319 5.587 -0.23 -0.22 0.16 -0.078
O -4.755 1.179 4.603 0.19 1.80 -1.63 -0.252
P -3.159 1.229 4.550 2.15 -2.74 3.72 0.428
O -2.682 -0.102 4.136 -0.21 0.15 -0.73 -0.241
O -2.875 1.532 6.104 -0.19 -0.13 -0.19 -0.236
C -3.579 2.565 6.801 0.13 0.03 0.10 -0.098
O -2.050 2.294 4.053 -2.34 1.07 -1.20 -0.191
C -2.003 2.519 2.635 0.14 -0.13 -0.19 -0.105
H -6.118 -0.266 5.077 0.03 0.03 -0.07 0.096
H -4.633 -0.348 6.045 0.10 0.02 -0.08 0.095
H -5.831 0.931 6.353 0.05 0.06 -0.04 0.089
H -3.955 2.150 7.735 0.04 -0.02 0.02 0.092
H -4.422 2.948 6.226 0.02 0.02 -0.02 0.084
H -2.891 3.379 7.025 0.01 0.00 -0.04 0.092
H -2.963 2.878 2.258 0.02 0.07 0.00 0.093
H -1.731 1.588 2.140 -0.01 0.08 0.04 0.043
H -1.247 3.272 2.430 0.00 0.06 0.22 0.079
C 2.023 -4.353 -6.219 -0.08 -0.30 -0.20 -0.080
O 2.867 -3.274 -5.787 1.06 2.15 -0.09 -0.246
P 3.061 -3.067 -4.216 -2.48 -3.10 2.65 0.435
O 3.745 -4.243 -3.674 0.42 0.13 -0.19 -0.213
O 1.480 -3.037 -3.797 0.10 -0.02 -0.22 -0.250
C 0.561 -2.231 -4.520 0.01 -0.09 0.17 -0.135
O 3.405 -1.818 -3.262 0.75 1.11 -2.42 -0.221
C 4.726 -1.226 -3.372 0.22 0.06 0.15 -0.070
H 2.568 -4.896 -6.985 0.06 0.04 0.02 0.100
H 1.776 -5.029 -5.404 0.10 0.04 0.08 0.095
H 1.110 -3.945 -6.650 0.04 0.07 0.03 0.085
H -0.306 -2.841 -4.777 -0.03 0.01 0.02 0.088
H 0.990 -1.838 -5.443 -0.02 0.06 0.01 0.086
H 0.237 -1.397 -3.891 0.04 0.05 -0.01 0.065
H 4.899 -0.855 -4.381 -0.01 0.00 0.00 0.090
H 5.496 -1.949 -3.105 -0.10 -0.11 -0.03 0.096
H 4.765 -0.392 -2.678 -0.08 -0.01 0.05 0.062